(1)
{
  "formula": "C13H19BO",
  "method": "ωB97M-V/def2-TZVPD",
  "energy_ha": -606.80539,
  "spin_multiplicity": 1,
  "orbital_gap_ev": 8.013,
  "smiles": "C1=CC/C(=C\\C2CCCC2)C=C1.CB=O",
  "symbols": ["B", "C", "C", "C", "C", "C", "C", "C", "C", "C", "C", "C", "C", "C", "O", "H", "H", "H", "H", "H", "H", "H", "H", "H", "H", "H", "H", "H", "H", "H", "H", "H", "H", "H"],
  "positions_angstrom": [[-1.04, 2.84, 0.93], [2.67, 2.44, 0.87], [2.32, 1.37, 1.52], [2.21, 2.84, -0.43], [1.29, 0.45, 0.95], [1.28, 2.08, -1.05], [0.76, 0.86, -0.42], [-0.49, -3.33, 0.25], [-1.11, -2.39, 1.25], [0.18, -2.34, -0.74], [-1.64, -1.21, 0.36], [-0.86, -1.17, -0.96], [-1.19, 3.79, -0.30], [-0.12, 0.15, -1.22], [-0.91, 2.19, 1.94], [3.44, 3.21, 1.26], [2.67, 1.03, 2.44], [2.50, 3.74, -0.81], [1.93, -0.42, 0.88], [0.90, 2.38, -2.02], [0.19, -4.03, 0.69], [-1.08, -3.86, -0.39], [-1.97, -2.86, 1.79], [-0.40, -2.06, 1.97], [1.00, -1.88, -0.23], [0.65, -2.79, -1.67], [-2.65, -1.28, 0.14], [-1.59, -0.28, 0.89], [-1.57, -1.35, -1.78], [-1.93, 4.54, -0.20], [-1.65, 3.10, -1.01], [-0.29, 4.16, -0.66], [-0.33, 0.46, -2.25], [0.41, 0.19, 1.70]],
  "mulliken_charge": [0.50, -0.23, -1.16, -0.45, 0.25, -0.73, 1.14, -0.83, -0.57, -0.65, -1.02, 0.28, -0.99, -1.63, -0.62, 0.19, 0.52, 0.54, 0.52, 0.40, 0.42, 0.38, 0.34, 0.23, -0.01, 0.38, 0.47, 0.27, 0.61, 0.43, 0.31, 0.35, 0.24, 0.11]
}

(2)
{
  "formula": "C13H19Br2ClN5OsS",
  "method": "ωB97M-V/def2-TZVPD",
  "energy_ha": -6876.84851,
  "s2": 8.8254,
  "spin_multiplicity": 6,
  "total_charge": 2,
  "orbital_gap_ev": [5.542, 5.785],
  "symbols": ["Os", "C", "N", "C", "C", "N", "N", "C", "N", "N", "H", "H", "H", "H", "H", "H", "H", "H", "H", "H", "H", "Br", "C", "Br", "H", "H", "Cl", "C", "C", "C", "C", "C", "C", "C", "H", "H", "H", "H", "H", "H", "S", "C"],
  "positions_angstrom": [[0.62, -0.05, 0.13], [-3.61, 2.38, -1.07], [-3.44, 1.49, 0.07], [-4.62, 1.33, 0.92], [-2.38, 0.74, 0.18], [-1.23, 0.87, -0.44], [-2.69, -0.42, 0.95], [-1.88, -1.43, 1.33], [-2.42, -2.54, 1.85], [-0.57, -1.30, 1.27], [-4.47, 3.05, -0.91], [-3.83, 1.76, -1.92], [-2.78, 3.01, -1.33], [-5.25, 2.18, 0.71], [-4.53, 1.35, 2.00], [-5.11, 0.39, 0.69], [-1.18, 1.80, -0.94], [-3.62, -0.73, 0.80], [-3.42, -2.47, 1.77], [-2.13, -3.52, 1.70], [-0.05, -2.06, 1.73], [0.67, 0.78, 2.91], [0.89, 2.66, 2.90], [-0.41, 3.63, 1.89], [1.88, 2.83, 2.53], [0.71, 3.02, 3.88], [2.55, -4.13, -1.86], [3.45, -2.66, -1.74], [4.47, -2.39, -2.73], [4.94, -0.95, -2.80], [4.30, -0.06, -2.02], [3.42, -0.42, -1.04], [2.93, -1.73, -0.94], [1.86, -1.87, -0.03], [4.89, -3.20, -3.33], [5.69, -0.50, -3.57], [4.51, 1.00, -1.85], [3.97, -0.01, -0.13], [2.48, -1.86, 0.94], [1.21, -2.76, -0.09], [1.86, 2.14, -1.54], [2.30, 0.67, -0.89]],
  "mulliken_charge": [0.72, -1.14, 0.09, -0.82, 0.27, -0.49, 0.03, 0.40, -0.42, -0.28, 0.31, 0.43, 0.41, 0.28, 0.38, 0.35, 0.16, 0.16, 0.23, 0.29, 0.21, -0.01, -0.56, -0.05, 0.41, 0.39, -0.21, 1.25, -0.66, -0.62, -1.00, 1.45, -0.64, -1.35, 0.40, 0.34, 0.35, 0.26, 0.38, 0.54, -0.03, -0.20]
}

(3)
{
  "formula": "C13H19BrClNO2",
  "method": "ωB97M-V/def2-TZVPD",
  "energy_ha": -3746.16855,
  "spin_multiplicity": 1,
  "orbital_gap_ev": 9.237,
  "smiles": "COCCCNCCCOc1ccc(Cl)cc1Br",
  "symbols": ["C", "O", "C", "C", "C", "N", "H", "C", "C", "H", "H", "C", "H", "O", "C", "C", "C", "C", "C", "C", "Br", "H", "Cl", "H", "H", "H", "H", "H", "H", "H", "H", "H", "H", "H", "H", "H", "H"],
  "positions_angstrom": [[4.41, -4.54, -5.46], [4.91, -4.89, -4.20], [3.94, -5.25, -3.25], [3.11, -4.08, -2.73], [2.20, -4.51, -1.56], [1.45, -3.44, -0.93], [2.10, -2.74, -0.58], [0.43, -2.82, -1.76], [-0.51, -1.98, -0.91], [-1.36, -1.67, -1.51], [-0.88, -2.58, -0.08], [0.16, -0.72, -0.35], [0.91, -0.99, 0.40], [-0.86, 0.07, 0.23], [-0.53, 1.24, 0.82], [0.74, 1.78, 0.91], [0.95, 3.00, 1.54], [-0.12, 3.69, 2.08], [-1.41, 3.18, 2.00], [-1.60, 1.96, 1.37], [-3.33, 1.22, 1.24], [-2.25, 3.71, 2.41], [0.13, 5.21, 2.85], [1.94, 3.41, 1.60], [1.59, 1.26, 0.49], [0.64, -0.16, -1.16], [0.85, -2.19, -2.57], [-0.14, -3.63, -2.22], [1.49, -5.26, -1.92], [2.82, -4.97, -0.79], [2.50, -3.67, -3.53], [3.79, -3.29, -2.39], [3.26, -6.01, -3.68], [4.50, -5.70, -2.43], [5.27, -4.43, -6.12], [3.86, -3.59, -5.44], [3.75, -5.32, -5.86]],
  "mulliken_charge": [-0.66, -0.37, -0.60, -0.09, -0.97, -0.22, 0.23, -0.62, -0.70, 0.37, 0.27, -0.78, 0.44, -0.26, 0.74, -0.28, -0.85, 0.33, -0.61, -0.03, -0.15, 0.42, -0.22, 0.40, 0.38, 0.46, 0.26, 0.42, 0.40, 0.37, 0.26, 0.22, 0.35, 0.29, 0.25, 0.26, 0.30]
}

(4)
{
  "formula": "C13H19ClErOSi",
  "method": "ωB97M-V/def2-TZVPD",
  "energy_ha": -2346.92714,
  "s2": 3.7525,
  "spin_multiplicity": 4,
  "total_charge": -1,
  "orbital_gap_ev": [4.399, 4.448],
  "symbols": ["C", "C", "C", "H", "C", "C", "H", "H", "H", "H", "Er", "Cl", "C", "C", "C", "H", "C", "C", "H", "H", "H", "H", "C", "Si", "C", "C", "O", "H", "H", "H", "H", "H", "H", "H", "H", "H"],
  "positions_angstrom": [[0.96, -2.23, 0.39], [1.04, -1.87, -0.99], [-0.30, -1.73, -1.48], [1.97, -1.80, -1.58], [-1.20, -2.02, -0.40], [-0.42, -2.31, 0.75], [-0.82, -2.61, 1.72], [1.81, -2.48, 1.03], [-0.58, -1.55, -2.53], [-2.30, -2.07, -0.45], [0.08, 0.12, 0.08], [1.75, 1.78, -0.62], [0.12, 2.86, -4.80], [-1.11, 2.22, -5.14], [-0.80, 0.98, -5.79], [-2.11, 2.62, -4.97], [0.62, 0.86, -5.85], [1.19, 2.02, -5.24], [2.26, 2.24, -5.14], [0.22, 3.83, -4.31], [-1.52, 0.27, -6.20], [1.18, 0.04, -6.31], [1.15, -1.11, 4.01], [-0.26, 0.12, 3.65], [-1.87, -0.55, 4.39], [0.31, 1.78, 4.37], [-0.42, 0.30, 2.04], [1.29, -1.22, 5.09], [2.08, -0.72, 3.57], [0.94, -2.10, 3.57], [-1.80, -0.56, 5.49], [-2.73, 0.06, 4.10], [-2.07, -1.58, 4.05], [1.33, 1.98, 4.00], [-0.34, 2.60, 4.03], [0.37, 1.83, 5.48]],
  "mulliken_charge": [-0.32, -0.68, -0.58, 0.44, -0.70, -0.23, 0.45, 0.39, 0.54, 0.40, 1.15, -0.56, -0.54, -0.60, -0.53, 0.38, -0.56, -0.53, 0.36, 0.37, 0.38, 0.37, -0.98, 0.37, -0.97, -1.03, -0.40, 0.38, 0.24, 0.26, 0.31, 0.30, 0.26, 0.26, 0.29, 0.32]
}

(5)
{
  "formula": "C13H19ClHfN2O2S",
  "method": "ωB97M-V/def2-TZVPD",
  "energy_ha": -1672.57160,
  "spin_multiplicity": 1,
  "total_charge": 2,
  "orbital_gap_ev": 7.001,
  "symbols": ["Cl", "C", "C", "C", "H", "C", "C", "H", "H", "H", "C", "Hf", "C", "O", "C", "O", "H", "H", "H", "C", "N", "C", "C", "S", "N", "C", "C", "H", "H", "H", "H", "H", "H", "H", "H", "H", "H", "H", "H"],
  "positions_angstrom": [[0.77, -3.32, -1.45], [0.41, 0.51, -3.18], [-0.95, 0.91, -2.87], [-1.79, -0.23, -2.99], [-1.29, 1.94, -2.71], [-1.01, -1.35, -3.44], [0.37, -0.88, -3.52], [1.20, -1.44, -3.93], [1.24, 1.20, -3.29], [-2.86, -0.24, -2.86], [-1.53, -2.70, -3.80], [-0.15, -0.66, -1.29], [-1.86, -1.39, -0.01], [-2.63, -1.66, 0.83], [1.57, -1.91, -0.41], [2.45, -2.16, 0.36], [-2.43, -2.89, -3.20], [-0.78, -3.47, -3.57], [-1.83, -2.78, -4.86], [2.64, 1.14, 0.73], [1.66, 0.97, 1.81], [2.21, 0.63, 3.11], [0.36, 1.20, 1.57], [-0.10, 1.51, -0.11], [-0.58, 1.32, 2.52], [-0.64, 0.66, 3.82], [-1.84, 1.98, 2.17], [3.62, 1.12, 1.21], [2.53, 2.10, 0.23], [2.60, 0.31, 0.02], [1.90, 1.32, 3.91], [2.01, -0.42, 3.38], [3.29, 0.75, 3.03], [-0.59, 1.41, 4.62], [-1.62, 0.19, 3.93], [0.13, -0.10, 3.97], [-1.65, 2.95, 1.70], [-2.45, 1.36, 1.49], [-2.38, 2.13, 3.10]],
  "mulliken_charge": [-0.17, -0.22, -0.51, -0.78, 0.64, 0.76, -0.56, 0.50, 0.52, 0.58, -1.16, 0.53, 0.45, -0.17, 0.32, -0.38, 0.34, 0.31, 0.34, -0.91, 0.18, -1.12, 0.45, -0.38, 0.14, -1.11, -1.12, 0.32, 0.40, 0.27, 0.43, 0.38, 0.32, 0.39, 0.44, 0.36, 0.41, 0.36, 0.44]
}

(6)
{
  "formula": "C13H19F3NO13",
  "method": "ωB97M-V/def2-TZVPD",
  "energy_ha": -1839.18330,
  "s2": 0.7548,
  "spin_multiplicity": 2,
  "orbital_gap_ev": [8.033, 4.081],
  "symbols": ["N", "H", "H", "H", "H", "C", "C", "O", "O", "H", "H", "H", "C", "C", "O", "O", "H", "H", "H", "C", "C", "O", "C", "O", "O", "F", "H", "H", "H", "C", "C", "O", "C", "O", "O", "F", "H", "H", "H", "C", "C", "O", "C", "O", "O", "F", "H", "H", "H"],
  "positions_angstrom": [[9.49, 6.88, -16.61], [9.26, 6.41, -15.75], [10.34, 7.42, -16.49], [8.83, 7.57, -16.92], [9.57, 6.29, -17.43], [12.62, 6.71, -18.33], [12.86, 7.26, -16.94], [13.99, 7.12, -16.40], [11.94, 7.87, -16.37], [13.41, 7.00, -19.02], [11.64, 6.89, -18.77], [12.77, 5.63, -18.25], [10.11, 3.24, -13.56], [9.87, 4.59, -14.20], [8.97, 4.69, -15.06], [10.71, 5.50, -13.94], [10.96, 2.80, -14.07], [9.31, 2.50, -13.63], [10.36, 3.32, -12.51], [8.68, 8.12, -11.22], [8.43, 6.64, -11.48], [7.51, 6.89, -12.54], [8.03, 7.86, -13.33], [7.64, 8.13, -14.47], [8.78, 8.66, -12.53], [7.78, 6.16, -10.41], [9.58, 8.44, -10.68], [7.77, 8.60, -10.86], [9.26, 5.99, -11.74], [10.59, 1.47, -18.52], [10.96, 2.17, -17.23], [10.53, 3.49, -17.54], [9.75, 3.56, -18.51], [9.19, 4.56, -18.85], [9.64, 2.35, -19.08], [12.21, 2.20, -16.95], [10.23, 0.45, -18.40], [11.46, 1.43, -19.17], [10.31, 1.83, -16.42], [8.47, 7.30, -21.02], [7.06, 7.72, -21.30], [6.49, 7.94, -19.96], [7.44, 7.99, -19.10], [7.37, 8.15, -17.86], [8.65, 7.90, -19.74], [6.38, 6.71, -21.88], [9.26, 7.65, -21.67], [8.60, 6.22, -21.05], [6.90, 8.64, -21.87]],
  "mulliken_charge": [0.22, -0.07, 0.46, 0.64, -0.03, -0.68, 0.83, -0.25, -0.66, 0.41, 0.06, 0.19, -1.33, 1.05, -0.83, -0.75, 0.23, 0.33, 0.34, -0.51, 0.46, -0.30, 0.78, -0.60, -0.33, -0.31, 0.28, 0.28, 0.26, -0.50, 0.34, -0.12, 0.56, -0.52, -0.40, -0.30, 0.30, 0.27, 0.31, -0.28, 0.24, -0.33, 0.73, -0.68, -0.30, -0.27, 0.29, 0.19, 0.30]
}